DFT (ωB97M-V/def2-TZVPD) results for a molecular structure, C44H55BF2N4O4Ru.

**Net charge**: -1
**⟨S²⟩**: 8.794
**2S+1**: 6
**Total energy**: -2549.1745 Ha
**Energy relative to the best compared isomer or geometry (same formula, charge and spin)**: 0.0000 eV
**Gap between HOMO and LUMO (spin up / spin down)**: 4.61 / 6.94 eV
**Strongest force on any atom**: 0.45 eV Å⁻¹

Each line ends with the Mulliken spin population.
Positions of all 111 atoms, in Å:
Ru 0.02594 0.07955 0.19571  3.6381
N -3.75724 -1.01540 -2.48571  0.0021
C -2.48246 -0.50872 -2.53898  0.0047
O -2.26076 0.61708 -2.94731  0.0078
C -1.39416 -1.49015 -2.17214  0.0600
C -0.10409 -0.85002 -1.68702  0.0116
H -4.48241 -0.31748 -2.54595  -0.0001
H -3.92464 -1.74882 -1.81455  0.0011
H -1.19464 -2.04684 -3.10021  -0.0035
H -1.76766 -2.22191 -1.45515  -0.0223
H 0.22964 -0.13075 -2.42987  0.0133
H 0.65515 -1.63578 -1.62694  0.0723
F -5.19457 1.80942 0.24166  0.0060
C -4.32593 0.78618 0.45828  0.1041
C -2.98957 0.94448 0.16789  -0.1335
C -2.11376 -0.11221 0.36839  0.3956
C -2.55960 -1.35606 0.88114  0.0436
C -3.93358 -1.42376 1.17440  0.1121
F -4.46000 -2.55225 1.72792  0.0074
C -4.82526 -0.39727 0.96824  -0.0470
C -1.60437 -2.42585 1.09397  0.2596
C -1.93554 -3.77164 1.32279  -0.1104
C -0.97749 -4.75103 1.39735  0.3034
C 0.39217 -4.37534 1.21882  0.0536
C 0.67615 -3.06123 1.02529  0.1051
N -0.24384 -2.05749 0.99893  0.2362
H -2.65281 1.88533 -0.23378  -0.0223
H -5.86740 -0.51681 1.22864  -0.0028
H -2.97477 -4.04148 1.41630  -0.0038
H -1.25875 -5.78277 1.56095  0.0369
H 1.19363 -5.10104 1.23464  0.0055
H 1.70594 -2.75524 0.89485  -0.0057
C -1.56974 -0.28948 4.12041  -0.0107
C -0.25807 0.42120 3.79516  -0.0079
C 0.38160 0.95262 5.06924  0.0022
O 0.66634 -0.48662 3.20151  0.0195
C -0.57444 1.60692 2.85918  -0.0153
O -1.14594 2.58286 3.30929  0.0373
O -0.24431 1.49009 1.60363  -0.0865
H -1.37652 -1.10403 4.82182  -0.0021
H -2.02824 -0.70607 3.22286  0.0041
H -2.27033 0.41606 4.56687  -0.0001
H 0.58903 0.12063 5.74413  -0.0003
H -0.29104 1.66176 5.54803  0.0003
H 1.31501 1.46713 4.84356  0.0000
H 0.17310 -1.14140 2.67642  0.0194
C 3.94693 -0.94294 0.69799  -0.0584
C 4.24975 -1.88540 -0.46249  -0.0153
C 5.72669 -1.72433 -0.84871  0.0006
C 3.41547 -1.82339 -1.73733  -0.0178
C 3.31150 -3.01902 -2.44582  0.0365
C 2.81752 -3.05636 -3.73711  0.0053
C 2.44431 -1.87801 -4.35840  0.0029
C 2.47600 -0.66884 -3.67353  0.0012
C 2.08257 0.60485 -4.40071  -0.0013
C 0.71190 0.51614 -5.07157  0.0014
C 3.15482 0.96549 -5.43385  -0.0001
C 2.91190 -0.66210 -2.34087  -0.0789
N 2.83912 0.56321 -1.60980  0.0237
B 1.84813 1.08029 -0.67784  -0.1606
N 2.37962 2.39645 -0.35680  -0.0624
C 3.59244 2.57811 -1.01776  -0.0004
C 3.85876 1.50152 -1.77368  0.0336
C 1.96631 3.37666 0.60631  0.0146
C 0.99345 4.32347 0.27165  -0.0130
C 0.55365 5.18405 1.27370  -0.0020
C 1.08464 5.14364 2.54846  0.0004
C 2.11871 4.26884 2.82859  -0.0019
C 2.58649 3.38558 1.86304  -0.0228
C 3.80114 2.53138 2.16241  -0.0037
C 3.64557 1.65006 3.39855  0.0003
C 5.04689 3.41546 2.28360  0.0007
C 0.37010 4.49341 -1.10674  0.0161
C -0.79256 3.53619 -1.33023  -0.0542
C 1.33907 4.46285 -2.29291  0.0069
H 4.36156 -1.35246 1.62233  0.0005
H 2.88352 -0.77888 0.86125  0.2255
H 4.40238 0.03030 0.53220  -0.0030
H 4.12576 -2.90860 -0.09260  0.0013
H 5.90201 -0.71754 -1.23496  -0.0001
H 6.02087 -2.44233 -1.61591  -0.0001
H 6.36749 -1.86423 0.02518  0.0001
H 3.66081 -3.93249 -1.97694  0.0013
H 2.75232 -3.99822 -4.26775  0.0003
H 2.09676 -1.89838 -5.38450  0.0003
H 2.04706 1.41298 -3.66967  0.0053
H 0.68042 -0.30162 -5.79614  0.0001
H 0.50415 1.44236 -5.61245  -0.0002
H -0.09165 0.37249 -4.35162  -0.0030
H 3.15706 0.24904 -6.25965  0.0001
H 4.15310 0.96831 -4.99208  0.0001
H 2.96210 1.95640 -5.85042  0.0000
H 4.15992 3.48772 -0.90705  -0.0015
H 4.69159 1.31664 -2.43296  0.0004
H -0.23569 5.89020 1.04205  0.0001
H 0.70040 5.80040 3.31840  0.0000
H 2.57286 4.27092 3.81300  0.0002
H 3.95447 1.87104 1.31506  0.0000
H 3.46377 2.24621 4.29643  0.0001
H 4.56609 1.08323 3.56425  0.0001
H 2.82203 0.94509 3.28465  -0.0005
H 4.99352 4.03428 3.18343  0.0000
H 5.14809 4.08546 1.42778  -0.0001
H 5.94844 2.80161 2.34898  -0.0001
H -0.05611 5.50196 -1.08218  0.0005
H -0.44819 2.49844 -1.34883  0.0374
H -1.27876 3.72722 -2.28995  -0.0033
H -1.52110 3.63423 -0.52727  -0.0026
H 1.55586 3.44380 -2.61305  0.0015
H 2.28757 4.94950 -2.05916  -0.0004
H 0.89001 4.98725 -3.13966  0.0000